one.
ORCA calculation (ωB97M-V with the def2-TZVPD basis set) on C17H16Cl2F5FeN3O3SSe as an isolated structure.

Structure (XYZ):
```
49
Properties=species:S:1:pos:R:3
Fe -0.491 -0.585 -0.772
N 1.943 -0.507 -0.518
C 2.681 0.756 -0.441
C 2.408 1.668 -1.636
C 0.977 2.199 -1.716
N 0.074 1.225 -2.328
H 2.222 -1.107 0.254
H 2.207 -0.974 -1.383
H 3.766 0.578 -0.394
H 2.386 1.270 0.477
H 2.638 1.131 -2.559
H 3.091 2.517 -1.567
H 0.991 3.139 -2.283
H 0.595 2.420 -0.716
H 0.389 1.006 -3.271
H -0.858 1.626 -2.405
Cl -1.416 -1.262 1.750
C -3.006 -1.683 1.114
Cl -2.981 -1.565 -0.648
H -3.732 -0.973 1.505
H -3.231 -2.711 1.395
O -3.562 5.025 0.769
S -3.561 3.766 1.456
O -4.692 3.456 2.281
N -3.269 2.536 0.393
C -2.120 1.982 0.610
O -1.619 1.048 -0.074
C -1.358 2.517 1.783
C -0.137 2.073 2.261
C 0.398 2.718 3.367
C -0.266 3.781 3.964
C -1.497 4.213 3.481
C -2.026 3.560 2.393
H 0.365 1.241 1.780
H 1.344 2.389 3.771
H 0.177 4.281 4.813
H -2.032 5.027 3.944
F 1.861 -7.226 -0.561
C 1.494 -6.070 -1.123
C 1.838 -5.788 -2.447
F 2.561 -6.673 -3.139
C 1.433 -4.604 -3.043
F 1.754 -4.366 -4.317
C 0.706 -3.635 -2.337
Se 0.116 -2.032 -3.108
C 0.427 -3.935 -1.004
F -0.222 -2.986 -0.264
C 0.784 -5.122 -0.392
F 0.449 -5.340 0.886
```

Output
HOMO (spin up / spin down) in eV: -8.02 / -8.02
Multiplicity: 5
Net charge: 0



two.
ORCA calculation (ωB97M-V with the def2-TZVPD basis set) on C17H16Cl2F5FeN3O3SSe as an isolated structure.

Structure (XYZ):
```
49
Properties=species:S:1:pos:R:3
Fe -0.702 1.520 0.019
N 1.040 1.703 0.664
C 1.489 2.049 2.032
C 1.126 3.491 2.374
C -0.378 3.668 2.412
N -0.846 3.637 1.029
H 1.219 0.722 0.478
H 1.566 2.225 -0.030
H 2.568 1.913 2.163
H 0.979 1.377 2.725
H 1.556 4.164 1.624
H 1.553 3.760 3.341
H -0.660 4.585 2.936
H -0.830 2.825 2.939
H -0.322 4.300 0.467
H -1.824 3.902 0.961
Cl -0.919 3.207 -2.032
C -0.947 2.311 -3.574
Cl -2.059 0.944 -3.500
H 0.053 1.927 -3.757
H -1.287 3.001 -4.337
O 2.141 -0.860 -5.214
S 2.634 -0.770 -3.871
O 4.036 -0.540 -3.675
N 1.763 0.347 -3.022
C 1.129 -0.210 -2.028
O 0.474 0.423 -1.145
C 1.229 -1.695 -1.953
C 0.565 -2.543 -1.086
C 0.817 -3.905 -1.192
C 1.732 -4.388 -2.123
C 2.388 -3.528 -2.999
C 2.098 -2.185 -2.908
H -0.143 -2.145 -0.370
H 0.305 -4.600 -0.539
H 1.925 -5.451 -2.172
H 3.101 -3.890 -3.726
F -1.903 -3.663 4.397
C -2.129 -2.760 3.447
C -3.285 -2.816 2.684
F -4.175 -3.779 2.913
C -3.514 -1.877 1.694
F -4.626 -1.978 0.968
C -2.627 -0.832 1.443
Se -2.975 0.494 0.146
C -1.480 -0.818 2.230
F -0.563 0.172 2.042
C -1.212 -1.753 3.207
F -0.082 -1.680 3.917
```

Output
HOMO (spin up / spin down) in eV: -8.05 / -8.14
Multiplicity: 5
Net charge: 0



Least stable = two



one.
ORCA calculation (ωB97M-V with the def2-TZVPD basis set) on one molecule with the formula C3H2ClNOS2.

Structure (XYZ):
```
10
Properties=species:S:1:pos:R:3
C 1.089 -0.763 0.767
C 1.250 -0.170 -0.533
C 0.092 0.439 -0.840
H -2.870 1.048 0.785
H 2.153 -0.169 -1.111
N -0.808 0.356 0.221
O -0.196 -0.478 1.183
S -2.476 0.037 0.027
S 2.107 -1.617 1.716
Cl -0.340 1.317 -2.215
```

Output
HOMO in eV: -8.64
SMILES: S=c1cc(Cl)n(S)o1
Net charge: 0



two.
ORCA calculation (ωB97M-V with the def2-TZVPD basis set) on one molecule with the formula C3H2ClNOS2.

Structure (XYZ):
```
10
Properties=species:S:1:pos:R:3
C 1.246 -0.096 0.017
C -0.724 -0.727 -0.036
C -0.790 0.573 -0.098
H 3.128 -1.274 0.391
H -3.022 1.335 0.158
N 0.576 -1.182 -0.051
O 0.545 1.035 -0.019
S 3.022 0.109 -0.151
S -1.882 2.010 -0.097
Cl -2.099 -1.781 -0.113
```

Output
HOMO in eV: -8.73
SMILES: Sc1nc(Cl)c(S)o1
Net charge: 0



Least stable = one



one.
ORCA calculation (ωB97M-V with the def2-TZVPD basis set) on a 2-piece molecular cluster, C6H16N2O overall.

Structure (XYZ):
```
25
Properties=species:S:1:pos:R:3
C 0.767 -0.635 -0.461
C 2.245 -0.486 -0.124
C 0.531 -0.355 -1.939
C 0.300 -2.050 -0.078
H -0.475 -0.122 0.184
H -0.758 -2.217 -0.304
H 2.439 -0.649 0.941
H 2.850 -1.219 -0.675
H 2.622 0.502 -0.395
H 1.180 -0.969 -2.577
H 0.729 0.696 -2.166
H -0.502 -0.570 -2.231
H 0.868 -2.811 -0.629
H 0.454 -2.251 0.987
C -1.783 0.734 1.992
N -1.215 0.805 0.645
N -2.123 1.377 -0.295
C 0.227 1.397 0.543
O 0.445 2.320 -0.207
H -1.994 0.885 -1.173
H -1.808 2.333 -0.473
H 0.778 1.157 1.459
H -1.060 0.266 2.659
H -2.032 1.733 2.359
H -2.687 0.128 1.957
```

Output
HOMO in eV: -7.54
Net charge: 0



two.
ORCA calculation (ωB97M-V with the def2-TZVPD basis set) on a 3-piece molecular cluster, C6H16N2O overall.

Structure (XYZ):
```
25
Properties=species:S:1:pos:R:3
C -1.425 0.021 0.102
C 1.099 -0.338 0.196
C 0.478 -0.115 -1.028
C -2.232 0.800 -0.901
C -1.473 0.571 1.498
C 1.833 0.751 0.914
N 1.064 -1.540 0.792
N 2.300 -0.493 -2.050
O -1.799 -1.352 0.162
H -2.059 -1.639 -0.720
H 0.346 -2.190 0.504
H 1.387 -1.627 1.742
H 2.768 -1.310 -1.655
H 2.961 0.276 -1.916
H 0.030 -0.916 -1.590
H 0.466 0.871 -1.455
H -3.302 0.802 -0.641
H -2.135 0.389 -1.911
H -1.897 1.838 -0.940
H -1.096 1.595 1.525
H -2.504 0.579 1.883
H -0.882 -0.039 2.187
H 2.863 0.444 1.104
H 1.852 1.663 0.323
H 1.357 0.958 1.876
```

Output
HOMO (spin up / spin down) in eV: -5.81 / -6.24
Net charge: 0



three.
ORCA calculation (ωB97M-V with the def2-TZVPD basis set) on a 3-piece molecular cluster, C6H16N2O overall.

Structure (XYZ):
```
25
Properties=species:S:1:pos:R:3
C -0.832 -0.339 -0.301
C 0.120 1.911 -0.634
C 0.548 -0.174 -0.155
C -0.576 -2.112 0.955
C 1.466 2.464 -1.021
C -0.966 -1.722 2.356
N -1.382 -0.688 -1.533
N 1.436 -0.749 -1.055
O -0.398 2.459 0.557
H 0.277 2.400 1.245
H -1.469 0.233 0.361
H -0.638 2.046 -1.403
H 0.922 0.034 0.840
H -0.960 -1.514 -1.939
H -2.386 -0.780 -1.514
H 2.403 -0.502 -0.912
H 1.167 -0.652 -2.025
H 0.362 -2.660 0.902
H -1.341 -2.680 0.425
H 1.761 2.098 -2.006
H 1.467 3.562 -1.064
H 2.240 2.164 -0.303
H -0.112 -1.335 2.922
H -1.379 -2.536 2.965
H -1.730 -0.929 2.336
```

Output
HOMO (spin up / spin down) in eV: -5.89 / -5.89
Net charge: 0



Least stable = three



one.
ORCA calculation (ωB97M-V with the def2-TZVPD basis set) on C7H17N as an isolated structure.

Structure (XYZ):
```
25
Properties=species:S:1:pos:R:3
C -2.920 -0.400 1.038
N 0.060 0.558 -0.516
C 0.459 -0.418 0.279
C 1.192 0.105 -1.419
C 1.674 -1.369 -1.755
C 2.390 1.059 -1.313
C 1.002 -0.213 1.571
C -3.160 1.119 1.079
H -3.822 -0.740 1.654
H -2.877 -0.710 -0.043
H -1.961 -0.603 1.574
H 0.217 -1.550 0.028
H 0.725 0.239 -2.466
H 2.285 -1.174 -2.663
H 0.842 -2.038 -2.172
H 2.283 -1.873 -0.946
H 2.112 2.108 -1.137
H 3.022 0.892 -2.251
H 3.024 0.738 -0.417
H 1.114 -1.185 2.387
H 0.179 0.305 2.124
H 1.827 0.549 1.816
H -2.487 1.890 0.505
H -2.975 1.366 2.140
H -4.205 1.345 0.902
```

Output
HOMO in eV: -7.81
Net charge: 0



two.
ORCA calculation (ωB97M-V with the def2-TZVPD basis set) on a 3-piece molecular cluster, C7H17N overall.

Structure (XYZ):
```
25
Properties=species:S:1:pos:R:3
C 0.097 -2.219 0.276
C 0.324 0.493 0.014
C -0.044 -0.476 -0.933
C 0.304 2.024 -1.509
C 1.436 -2.328 0.946
C -0.592 0.845 1.147
C -0.603 3.167 -1.144
N -0.996 -2.366 1.173
H -0.004 -2.865 -0.596
H 1.379 0.511 0.283
H -0.834 -3.024 1.932
H -1.877 -2.572 0.720
H -1.084 -0.487 -1.251
H 0.683 -0.727 -1.700
H 0.088 1.638 -2.505
H 1.366 2.259 -1.437
H 1.525 -1.640 1.793
H 1.612 -3.340 1.346
H 2.246 -2.107 0.247
H -0.460 0.137 1.972
H -1.637 0.820 0.832
H -0.370 1.836 1.550
H -0.430 3.498 -0.114
H -0.473 4.044 -1.796
H -1.657 2.882 -1.245
```

Output
HOMO in eV: -6.59
Net charge: 0



three.
ORCA calculation (ωB97M-V with the def2-TZVPD basis set) on a 2-piece molecular cluster, C7H17N overall.

Structure (XYZ):
```
25
Properties=species:S:1:pos:R:3
C 2.119 -0.398 0.333
C 3.684 -0.479 0.999
C 2.174 0.186 -0.977
N -2.494 -0.241 0.746
C -1.469 -0.208 1.731
C -0.760 0.439 -0.861
C -2.226 0.515 -0.422
C -3.254 0.000 -1.444
H 1.610 -1.351 0.506
H 1.711 0.260 1.109
H 4.194 -1.064 0.239
H 3.905 0.574 0.877
H 3.732 -0.911 1.991
H 2.440 1.238 -1.008
H 2.666 -0.369 -1.771
H -1.793 -0.749 2.625
H -1.371 0.820 2.127
H -0.547 -0.717 1.387
H -0.377 -0.574 -0.981
H -0.133 0.885 -0.088
H -0.511 1.020 -1.752
H -2.537 1.568 -0.300
H -4.209 -0.020 -0.914
H -3.087 -1.013 -1.809
H -3.467 0.589 -2.343
```

Output
HOMO in eV: -6.11
Net charge: 0



Least stable = three



one.
ORCA calculation (ωB97M-V with the def2-TZVPD basis set) on C9H12N5 as an isolated structure.

Structure (XYZ):
```
26
Properties=species:S:1:pos:R:3
C -2.688 -1.445 -0.379
C -1.449 -1.117 0.194
C -3.568 -0.337 -0.616
C -1.985 1.225 -0.139
C -1.003 0.193 0.108
C 1.734 -1.013 -1.061
C 2.095 -1.453 1.081
C 1.247 0.466 -0.878
C 0.403 0.591 0.422
N -3.184 0.899 -0.527
N 2.266 -1.711 -0.203
N 0.999 -0.949 1.492
N 2.305 1.436 -0.981
N 0.690 1.621 1.245
H -3.063 -2.371 -0.649
H -0.912 -1.799 0.752
H -4.554 -0.517 -0.894
H -1.747 2.316 -0.049
H 1.784 -1.376 -2.121
H 2.922 -1.734 1.754
H 0.387 0.574 -1.649
H 1.008 -0.912 2.517
H 2.741 1.292 -1.874
H 1.892 2.348 -0.851
H 1.655 1.942 1.306
H 0.025 1.828 1.997
```

Output
HOMO in eV: -12.81
Net charge: +1



two.
ORCA calculation (ωB97M-V with the def2-TZVPD basis set) on a 2-piece molecular cluster, C9H12N5 overall.

Structure (XYZ):
```
26
Properties=species:S:1:pos:R:3
C 2.298 -0.524 2.156
C 1.163 -0.624 1.355
C 3.246 0.451 1.834
C 1.971 1.229 0.129
C 0.880 0.364 0.357
C -2.279 2.276 -0.616
C -1.166 2.225 -1.578
C -1.655 0.015 0.017
C -0.261 0.390 -0.468
N 3.131 1.219 0.746
N -2.511 1.189 -0.040
N -0.279 1.282 -1.478
N 0.306 -1.259 -1.872
N -1.768 -0.652 1.326
H 2.480 -1.247 2.892
H 0.495 -1.442 1.506
H 4.087 0.565 2.452
H 1.965 1.951 -0.569
H -2.981 3.256 -0.600
H -1.094 2.776 -2.536
H -2.439 -0.509 -0.538
H 1.034 -0.940 -2.491
H 0.587 -2.109 -1.404
H -1.841 0.085 1.974
H -0.446 -1.436 -2.558
H -2.583 -1.219 1.511
```

Output
HOMO in eV: -13.30
Net charge: +1



Least stable = two



one.
ORCA calculation (ωB97M-V with the def2-TZVPD basis set) on one molecule with the formula C3H4FNO3.

Structure (XYZ):
```
12
Properties=species:S:1:pos:R:3
C -0.335 1.183 0.279
C 0.859 0.154 0.024
C 0.290 -1.299 -0.247
H -1.503 -0.330 1.065
H -2.221 1.447 0.961
H 1.435 0.275 0.917
H 1.341 -1.328 -1.686
N -1.398 0.660 0.956
O -0.105 2.282 -0.255
O 0.738 -2.005 -1.317
O -0.762 -1.772 0.290
F 1.661 0.732 -0.987
```

Output
HOMO in eV: -10.43
SMILES: NC(=O)[C@H](F)C(=O)O
Net charge: 0



two.
ORCA calculation (ωB97M-V with the def2-TZVPD basis set) on one molecule with the formula C3H4FNO3.

Structure (XYZ):
```
12
Properties=species:S:1:pos:R:3
C 1.837 0.143 0.469
C 0.606 0.675 0.000
C -2.102 -0.365 0.066
H 1.761 -0.276 1.529
H 2.608 0.926 0.456
H -1.781 0.634 -1.814
H -3.341 -0.440 -0.194
N -1.327 0.064 -0.976
O 0.031 1.629 0.399
O 0.032 -0.196 -0.860
O -1.679 -0.790 1.190
F 2.325 -1.017 -0.242
```

Output
HOMO in eV: -10.43
SMILES: O=CNOC(=O)CF
Net charge: 0



Least stable = two



one.
ORCA calculation (ωB97M-V with the def2-TZVPD basis set) on C19H11BrN2O6SSe2Te2Ti as an isolated structure.

Structure (XYZ):
```
45
Properties=species:S:1:pos:R:3
Ti 0.062 1.432 1.133
O 3.919 0.673 1.902
C 2.853 1.171 1.595
O 1.681 0.820 2.013
C 2.764 2.319 0.607
C 3.780 2.875 -0.143
C 3.442 3.821 -1.105
C 2.106 4.133 -1.333
C 1.152 3.512 -0.551
N 1.504 2.691 0.427
C -0.361 3.515 -0.731
O -0.909 4.249 -1.528
O -0.923 2.644 0.047
H 4.798 2.549 0.019
H 4.213 4.277 -1.714
H 1.798 4.813 -2.115
Se -2.023 1.458 2.525
Te -0.623 0.047 3.997
Te 0.991 2.130 4.873
Se 0.574 3.676 2.964
S -1.045 -0.987 -1.995
C -2.648 -1.332 -1.368
C -3.345 -0.405 -0.593
C -4.594 -0.720 -0.082
C -5.199 -1.928 -0.400
C -4.538 -2.834 -1.220
C -3.262 -2.550 -1.681
H -2.905 0.562 -0.414
H -5.096 -0.014 0.570
H -6.187 -2.157 -0.016
H -5.013 -3.772 -1.491
H -2.712 -3.257 -2.289
Br 0.895 -5.447 1.733
C 1.286 -4.040 0.513
C 2.183 -4.272 -0.512
N 2.475 -3.331 -1.409
C 1.865 -2.159 -1.311
C 0.951 -1.845 -0.305
C 0.674 -2.809 0.654
C 0.259 -0.506 -0.245
O -0.504 -0.319 0.818
O 0.895 0.564 -0.608
H 2.683 -5.228 -0.620
H 2.091 -1.428 -2.078
H -0.005 -2.592 1.467
```

Output
HOMO in eV: -1.26
Net charge: -2



two.
ORCA calculation (ωB97M-V with the def2-TZVPD basis set) on C19H11BrN2O6SSe2Te2Ti as an isolated structure.

Structure (XYZ):
```
45
Properties=species:S:1:pos:R:3
Ti 0.311 -0.335 -0.225
O -1.110 1.020 3.304
C -0.981 0.564 2.192
O 0.141 0.394 1.543
C -2.153 0.197 1.294
C -3.498 0.086 1.534
C -4.329 -0.229 0.445
C -3.828 -0.322 -0.834
C -2.450 -0.159 -1.009
N -1.667 0.030 0.063
C -1.644 0.132 -2.244
O -2.122 0.271 -3.349
O -0.380 0.333 -1.923
H -3.881 0.203 2.537
H -5.385 -0.395 0.620
H -4.447 -0.549 -1.690
Se -0.387 -2.549 0.351
Te -2.265 -3.474 1.661
Te -3.078 -4.143 -2.190
Se -1.207 -2.571 -1.783
S 2.254 -1.625 1.228
C 3.144 -0.788 2.466
C 3.886 -1.522 3.403
C 4.624 -0.876 4.381
C 4.640 0.511 4.459
C 3.905 1.246 3.537
C 3.167 0.611 2.551
H 3.872 -2.603 3.346
H 5.198 -1.461 5.093
H 5.210 1.014 5.231
H 3.913 2.330 3.587
H 2.594 1.187 1.838
Br 6.286 2.248 -3.956
C 5.006 0.845 -3.815
C 5.003 -0.162 -4.767
N 4.132 -1.164 -4.728
C 3.243 -1.189 -3.740
C 3.189 -0.221 -2.741
C 4.093 0.831 -2.781
C 2.173 -0.303 -1.659
O 2.018 0.651 -0.850
O 1.470 -1.342 -1.558
H 5.720 -0.163 -5.580
H 2.533 -2.007 -3.735
H 4.070 1.602 -2.024
```

Output
HOMO in eV: -1.07
Net charge: -2



Least stable = two



one.
ORCA calculation (ωB97M-V with the def2-TZVPD basis set) on one molecule with the formula C5H7ClN2.

Structure (XYZ):
```
15
Properties=species:S:1:pos:R:3
C -1.432 0.995 2.007
C -0.328 0.724 1.259
C -1.849 -0.874 1.155
C 1.019 -0.166 -1.314
C 0.569 -1.075 -0.125
N -2.324 0.012 1.886
N -0.422 -0.474 0.705
Cl 1.968 -1.512 0.833
H -1.772 1.883 2.510
H 0.535 1.342 1.284
H -2.355 -1.810 1.013
H 0.619 -0.489 -2.251
H 0.642 0.774 -0.886
H 2.105 -0.249 -1.468
H 0.134 -2.021 -0.555
```

Output
HOMO in eV: -8.71
SMILES: C[C@@H](Cl)n1ccnc1
Net charge: 0



two.
ORCA calculation (ωB97M-V with the def2-TZVPD basis set) on one molecule with the formula C5H7ClN2.

Structure (XYZ):
```
15
Properties=species:S:1:pos:R:3
C 2.236 0.031 0.223
C 0.765 -0.128 0.018
C 0.114 -1.142 -0.563
C -1.591 0.238 0.056
C -0.259 0.903 0.390
H 2.800 -0.827 -0.129
H 2.488 0.157 1.318
H 2.613 0.929 -0.327
H 0.561 -2.059 -0.970
H -1.961 -1.640 -0.749
H -3.506 0.120 0.069
H -0.233 1.192 1.463
N -1.271 -0.913 -0.649
N -2.714 0.717 0.396
Cl -0.041 2.423 -0.545
```

Output
HOMO in eV: -8.43
SMILES: [H]/N=C1\NC=C(C)[C@H]1Cl
Net charge: 0



Least stable = one



one.
ORCA calculation (ωB97M-V with the def2-TZVPD basis set) on a 2-piece molecular cluster, C4H6ClN3 overall.

Structure (XYZ):
```
14
Properties=species:S:1:pos:R:3
C -0.074 -2.131 -0.147
C -0.749 -0.305 1.240
C -1.084 -1.602 0.665
C 1.011 -0.197 -0.133
N 0.973 -1.438 -0.543
N 0.263 0.383 0.801
N 2.074 0.525 -0.658
Cl -2.151 4.145 -0.352
H -0.116 -3.154 -0.318
H -1.222 0.309 1.973
H -1.686 3.933 -1.548
H -2.032 -2.180 0.797
H 2.780 0.147 -1.254
H 2.014 1.566 -0.523
```

Output
HOMO in eV: -8.65
SMILES: Nc1ncccn1.Cl
Net charge: 0



two.
ORCA calculation (ωB97M-V with the def2-TZVPD basis set) on C4H6ClN3 as an isolated structure.

Structure (XYZ):
```
14
Properties=species:S:1:pos:R:3
C 1.981 1.100 -0.007
C 1.469 0.300 0.957
C 0.196 0.730 -1.379
C -0.563 0.163 -0.262
N 1.367 1.211 -1.219
N 0.242 -0.269 0.769
N -1.722 -1.307 -0.756
Cl -1.860 1.360 0.320
H 2.912 1.629 0.103
H 1.982 0.060 1.873
H -0.258 0.795 -2.356
H -0.155 -0.882 1.464
H -2.388 -1.282 0.013
H -2.188 -0.927 -1.575
```

Output
HOMO in eV: -8.52
Net charge: 0



Least stable = two